# 1
# C19H29BBr2NO8P2

C19H29BBr2NO8P2 as an isolated structure (ωB97M-V with the def2-TZVPD basis set, OMol25).

```
62
Properties=species:S:1:pos:R:3:forces:R:3:mulliken_charge:R:1
C -0.866 5.443 -0.221 -0.014 -0.194 0.079 -1.159
C -0.069 4.319 0.454 0.099 0.458 0.094 -0.155
O 0.172 3.192 -0.418 -0.020 -0.195 0.009 -0.601
B -0.778 2.203 -0.394 -0.064 0.108 -0.052 1.331
O -2.090 2.454 -0.683 0.327 -0.201 -0.265 -0.796
C -0.313 0.711 0.030 -0.046 0.421 0.451 1.434
P -1.824 0.072 0.951 -0.469 -0.400 -0.514 -0.800
P -1.619 0.663 3.042 0.289 0.933 0.194 1.043
O -1.715 2.119 3.065 0.075 -0.211 -0.284 -0.497
O -2.820 -0.107 3.771 0.247 -0.519 -0.153 -0.524
O -0.305 0.104 3.748 -0.232 -0.172 -0.021 -0.464
C 0.979 0.953 0.811 0.157 -0.219 -0.022 -0.432
O 1.117 1.555 1.828 0.000 -0.027 -0.132 -0.437
N 2.097 0.412 0.048 -0.945 -0.078 -0.198 -0.706
C 1.505 -0.789 -0.659 0.750 1.437 0.245 3.595
C 1.407 -1.824 0.483 0.150 -0.446 -0.138 -1.118
C 1.175 -3.271 0.130 -0.130 0.009 -0.068 0.193
C 2.243 -4.164 0.123 0.023 -0.003 -0.078 -0.231
C 2.053 -5.503 -0.189 -0.103 0.006 -0.040 -0.674
C 0.782 -5.968 -0.502 -0.079 0.010 -0.029 -0.444
C -0.297 -5.093 -0.480 0.053 0.084 0.003 -0.877
C -0.100 -3.758 -0.160 0.132 0.009 0.114 0.084
C 2.514 -1.209 -1.740 -0.310 -0.432 -0.332 -1.455
Br 4.276 -0.527 -1.573 0.049 0.012 0.142 -0.084
C 2.255 -2.048 -2.748 -0.220 0.114 0.297 0.230
C 0.955 -2.737 -3.047 0.210 -0.118 -0.176 -1.468
Br 3.572 -2.536 -4.013 0.157 -0.102 -0.099 -0.140
C 0.125 -0.223 -1.135 -0.612 -0.754 0.347 -1.058
C 0.137 0.452 -2.496 0.103 -0.099 -0.192 -1.482
O -1.202 0.549 -2.928 -0.014 0.190 0.155 -0.367
C -1.362 1.398 -4.041 -0.147 -0.089 -0.029 -0.881
H -0.343 6.395 -0.132 -0.071 0.017 -0.006 0.332
H -1.850 5.547 0.235 -0.024 0.042 -0.057 0.344
H -0.992 5.232 -1.284 0.064 0.047 -0.033 0.259
H -0.564 3.980 1.366 -0.020 -0.109 -0.037 0.170
H 0.911 4.684 0.754 0.051 -0.127 -0.097 0.461
H -2.163 3.271 -1.188 -0.186 0.191 0.292 0.266
H -1.589 -1.328 0.938 0.357 0.049 0.316 0.062
H -3.451 -0.495 3.156 -0.171 0.166 0.043 0.344
H -0.108 -0.811 3.518 -0.036 -0.056 0.167 0.327
H 2.200 1.138 -0.670 0.553 -0.008 0.117 0.446
H 0.624 -1.514 1.177 0.035 0.191 -0.004 -0.312
H 2.361 -1.736 1.006 -0.051 -0.021 0.075 0.837
H 3.236 -3.801 0.367 -0.004 -0.001 -0.019 0.388
H 2.890 -6.189 -0.182 0.027 0.035 -0.017 0.393
H 0.623 -7.009 -0.755 0.047 -0.005 0.024 0.383
H -1.294 -5.442 -0.716 0.005 -0.054 0.018 0.398
H -0.948 -3.085 -0.129 -0.029 -0.008 -0.029 0.072
H 1.010 -3.772 -2.704 -0.037 0.009 0.065 0.284
H 0.809 -2.778 -4.127 -0.092 0.139 0.037 0.608
H 0.105 -2.250 -2.585 -0.062 -0.034 0.071 0.238
H -0.623 -1.022 -1.165 0.123 -0.093 -0.382 0.466
H 0.601 1.450 -2.445 -0.034 0.012 0.077 0.539
H 0.724 -0.122 -3.219 -0.006 -0.002 -0.025 0.662
H -0.793 2.326 -3.921 0.038 0.005 -0.020 0.344
H -1.057 0.897 -4.966 0.117 0.069 -0.018 0.317
H -2.420 1.647 -4.118 0.010 -0.049 0.034 0.267
C -1.974 3.614 6.163 -0.096 -0.207 -0.113 -0.123
O -1.774 4.608 7.041 -0.003 -0.004 0.030 -0.892
H -2.180 3.919 5.101 0.026 0.122 0.050 0.008
H -1.122 2.879 6.039 0.027 0.082 0.065 -0.022
H -2.851 2.926 6.388 0.025 0.070 0.065 0.077
```
Positions in Å, forces in eV/Å.

Computed properties:
- charge = -1
- 2S+1 = 1
- maximum force (eV/Å) = 1.64
- HOMO (eV) = -1.3

# 2
# C4H6N2O

An isolated ion of composition C4H6N2O and charge +2 (ωB97M-V with the def2-TZVPD basis set, OMol25).

```
13
Properties=species:S:1:pos:R:3:forces:R:3:mulliken_charge:R:1
C -0.359 0.421 -0.613 3.669 4.496 -4.080 0.552
C -1.602 -1.225 0.678 0.095 2.461 -0.948 0.805
C 2.401 1.838 -1.895 1.923 -0.258 -0.524 -0.533
C -2.287 -2.118 1.456 -1.936 -3.896 1.220 -1.076
N -1.039 -0.422 0.032 -1.975 -2.837 2.250 0.054
N 0.255 1.153 -1.307 -4.061 -5.377 4.946 0.371
O 0.891 1.827 -2.053 1.853 2.046 -2.375 -0.273
H 2.620 2.304 -0.926 -0.186 0.739 -0.720 0.345
H 2.762 2.263 -2.883 -0.628 0.073 1.621 0.296
H 2.871 0.842 -1.801 -1.085 -0.117 -0.344 0.336
H -1.463 -2.812 1.795 -0.413 0.079 -0.244 0.339
H -3.077 -2.825 0.890 1.810 1.565 0.505 0.386
H -2.857 -1.939 2.439 0.933 1.026 -1.306 0.398
```
Positions in Å, forces in eV/Å.

Computed properties:
- charge = +2
- 2S+1 = 1
- maximum force (eV/Å) = 8.36
- HOMO (eV) = -20.4

# 3
# C21H68N12O13

A 13-piece molecular cluster, C21H68N12O13 overall (ωB97M-V with the def2-TZVPD basis set, OMol25).

```
114
Properties=species:S:1:pos:R:3:forces:R:3:mulliken_charge:R:1
C 30.741 -8.440 -3.044 -0.481 -0.243 0.184 -1.041
C 30.399 -9.638 -2.142 -0.061 1.101 -0.478 -0.145
O 31.616 -10.252 -1.703 -0.845 0.159 0.021 -0.517
H 29.858 -7.875 -3.344 -0.367 -0.326 0.003 0.343
H 31.218 -8.762 -3.970 0.333 0.098 0.203 0.276
H 31.312 -7.697 -2.489 0.486 -0.304 -0.105 0.280
H 29.716 -10.334 -2.630 0.305 -0.324 -0.415 0.263
H 29.793 -9.261 -1.318 0.259 0.095 0.488 0.240
H 31.355 -10.740 -0.919 0.366 -0.248 0.104 0.301
C 25.529 2.206 -3.492 0.071 0.817 -0.240 -0.996
C 26.199 3.098 -4.544 0.521 -1.353 -0.283 -0.170
O 26.131 2.372 -5.816 -0.444 0.214 0.881 -0.535
H 25.354 2.758 -2.569 0.007 0.221 -0.034 0.353
H 26.223 1.412 -3.215 -0.412 -0.365 -0.284 0.244
H 24.554 1.884 -3.860 0.172 -0.402 0.069 0.288
H 27.248 3.131 -4.251 0.154 0.538 -0.098 0.208
H 25.783 4.105 -4.587 -0.137 -0.095 -0.248 0.330
H 26.602 2.811 -6.529 0.098 0.346 0.242 0.279
C 18.221 -5.494 -2.307 0.623 0.275 -0.248 -0.883
C 17.886 -4.086 -1.867 -1.451 0.091 -0.172 -0.282
O 16.442 -3.947 -1.859 0.635 0.313 0.130 -0.518
H 19.309 -5.519 -2.364 0.086 -0.582 -0.185 0.275
H 17.779 -5.665 -3.288 0.262 0.240 -0.184 0.265
H 17.838 -6.332 -1.725 0.108 0.339 0.620 0.332
H 18.279 -3.361 -2.580 -0.195 -0.122 -0.249 0.267
H 18.264 -3.727 -0.910 0.263 -0.550 0.278 0.252
H 16.168 -4.463 -1.097 -0.326 -0.011 0.009 0.292
C 31.080 -7.070 2.823 0.404 -0.556 0.204 -0.909
C 29.898 -7.527 3.649 0.088 -0.041 -0.656 -0.218
O 29.365 -6.389 4.295 -0.383 0.230 0.540 -0.500
H 31.779 -6.652 3.547 0.131 0.463 -0.373 0.288
H 30.792 -6.374 2.035 0.026 0.213 0.265 0.231
H 31.602 -7.894 2.338 -0.075 -0.215 -0.004 0.316
H 30.218 -8.242 4.407 0.025 0.031 0.110 0.229
H 29.172 -8.041 3.019 -0.283 0.052 0.018 0.275
H 28.523 -6.118 3.923 0.048 -0.157 -0.126 0.290
C 22.698 -10.994 -1.199 -0.869 0.578 0.457 -1.082
C 23.843 -11.867 -1.586 -0.048 -0.759 0.248 -0.115
O 24.159 -11.609 -2.924 0.442 0.488 -1.112 -0.518
H 21.830 -11.100 -1.849 0.110 -0.291 -0.173 0.295
H 22.945 -9.932 -1.231 0.314 0.003 -0.050 0.266
H 22.346 -11.189 -0.186 0.148 -0.138 0.093 0.345
H 23.608 -12.930 -1.523 -0.376 -0.111 0.402 0.288
H 24.696 -11.713 -0.924 0.210 0.223 0.052 0.226
H 24.587 -12.378 -3.309 0.066 0.050 0.039 0.294
C 26.871 -0.582 7.406 0.513 -0.340 -0.862 -1.015
C 27.771 0.055 6.348 -0.134 0.662 -0.229 -0.153
O 27.046 0.482 5.202 -1.520 -0.004 -0.076 -0.529
H 26.166 0.150 7.800 -0.161 -0.187 -0.185 0.283
H 27.500 -0.921 8.229 0.042 0.046 0.045 0.339
H 26.397 -1.465 6.977 -0.396 0.113 0.187 0.273
H 28.536 -0.604 5.938 0.381 -0.123 0.844 0.304
H 28.139 0.959 6.832 0.861 -0.066 -0.086 0.216
H 27.588 0.692 4.439 0.365 -0.075 0.329 0.285
C 29.885 0.796 0.125 -0.255 0.384 1.224 0.672
O 29.336 1.643 0.758 -1.819 2.276 1.443 -0.640
N 30.010 -0.428 0.562 0.254 -3.856 1.558 -0.401
N 30.474 1.008 -1.009 1.818 0.897 -4.201 -0.404
H 30.349 -1.181 -0.020 -0.208 0.158 0.294 0.172
H 29.619 -0.644 1.468 0.137 -0.024 -0.320 0.206
H 31.188 0.377 -1.345 -0.293 0.361 -0.177 0.180
H 30.284 1.875 -1.492 0.344 -0.229 0.196 0.219
C 22.338 -8.616 4.136 -2.524 -1.293 0.829 0.656
O 21.830 -9.615 4.575 -1.162 -2.064 0.199 -0.655
N 23.564 -8.339 4.321 6.341 0.828 1.244 -0.351
N 21.710 -7.660 3.499 -2.445 2.615 -2.179 -0.404
H 23.992 -7.477 4.015 0.002 -0.391 0.047 0.155
H 24.094 -8.976 4.898 -0.023 0.299 -0.141 0.204
H 20.746 -7.806 3.235 0.230 0.186 0.316 0.212
H 22.051 -6.717 3.622 -0.402 -0.143 -0.326 0.185
C 26.971 -2.950 -5.797 2.730 -2.717 0.459 0.691
O 27.353 -4.125 -5.745 -0.532 0.231 0.087 -0.681
N 27.802 -1.947 -5.603 1.966 1.975 0.214 -0.384
N 25.756 -2.560 -6.003 -3.868 0.084 -0.527 -0.371
H 28.773 -2.174 -5.442 -0.299 0.400 -0.067 0.206
H 27.410 -1.019 -5.531 0.723 -0.060 0.165 0.146
H 25.548 -1.629 -6.336 -0.384 -0.453 0.226 0.187
H 25.086 -3.307 -5.888 -0.428 0.549 -0.539 0.205
C 22.749 -7.240 -5.924 -3.294 -0.786 -1.740 0.695
O 22.373 -6.149 -6.220 -0.610 2.711 -0.437 -0.638
N 22.028 -8.359 -6.129 -1.795 -1.619 -0.248 -0.404
N 23.883 -7.587 -5.464 5.532 -0.358 2.240 -0.311
H 22.523 -9.225 -5.969 -0.959 -0.055 -0.357 0.121
H 21.072 -8.326 -6.452 0.381 -0.087 0.163 0.200
H 24.650 -6.941 -5.586 0.086 -0.355 0.443 0.196
H 23.997 -8.544 -5.160 0.727 0.581 0.002 0.140
C 21.336 -0.917 5.170 0.819 -1.448 0.592 0.646
O 21.709 -2.052 5.055 1.745 -1.769 -0.639 -0.642
N 20.048 -0.717 5.395 -2.948 2.014 0.204 -0.391
N 22.095 0.197 5.245 -0.504 0.746 -0.135 -0.345
H 19.370 -1.462 5.462 0.547 0.116 -0.192 0.211
H 19.718 0.236 5.331 -0.519 -0.412 0.222 0.138
H 21.472 0.991 5.259 1.331 0.626 -0.038 0.155
H 23.075 0.216 5.002 -0.394 0.086 -0.048 0.228
C 18.439 2.217 -0.282 -0.713 0.245 -1.909 0.670
O 18.152 1.830 -1.385 -0.359 -0.179 -1.945 -0.644
N 18.560 3.495 0.047 0.244 2.301 -0.161 -0.409
N 18.611 1.401 0.703 0.788 -2.551 3.737 -0.357
H 18.502 4.101 -0.759 0.061 0.383 0.639 0.224
H 18.734 3.791 0.997 -0.072 0.316 -0.597 0.166
H 18.516 0.408 0.544 0.167 0.341 0.195 0.207
H 19.004 1.794 1.546 -0.107 -0.853 0.031 0.141
C 25.764 -4.735 0.152 0.160 -1.016 -0.082 -1.285
C 25.155 -3.535 0.822 -0.558 -0.045 -0.656 0.740
C 23.725 -3.285 0.328 -0.794 -0.503 0.597 -1.377
O 25.239 -3.836 2.234 -0.216 0.576 -0.745 -0.515
H 26.800 -4.825 0.480 0.097 -0.023 -0.161 0.283
H 25.711 -4.799 -0.935 0.095 0.603 -0.056 0.372
H 25.258 -5.642 0.484 -0.130 -0.029 0.236 0.300
H 25.752 -2.681 0.503 0.226 0.390 0.704 0.092
H 23.620 -2.979 -0.713 0.481 -0.296 -0.097 0.366
H 23.098 -2.567 0.857 0.618 0.531 0.483 0.382
H 23.146 -4.193 0.498 0.023 -0.396 -0.397 0.347
H 24.432 -3.513 2.640 -0.016 0.191 0.219 0.291
```
Positions in Å, forces in eV/Å.

Computed properties:
- 2S+1 = 1
- maximum force (eV/Å) = 6.51
- HOMO (eV) = -9.6